Below is a cluster of 3 separate species, C28H53N6O7S2 in total, with properties calculated with ωB97M-V/def2-TZVPD.

Structure (XYZ):
```
96
Properties=species:S:1:pos:R:3:forces:R:3:mulliken_charge:R:1
C 4.5059 -4.6479 0.8555 -0.4 0.3 -0.1 -1.459
C 3.7233 -3.3673 0.5212 0.3 -0.1 0.2 0.519
C 3.8238 -2.9534 -0.9564 -0.5 0.2 0.2 -0.927
C 4.7804 -1.7791 -1.2175 -0.3 0.0 0.2 -0.964
C 4.0611 -0.4247 -1.3413 0.3 -0.8 0.3 -1.026
C 3.3876 -0.0389 -0.0353 0.0 0.5 -0.5 0.606
C 2.6727 1.3170 -0.0581 0.0 -0.5 1.0 -1.025
C 1.7665 1.3951 1.1966 0.2 0.7 -0.6 0.884
C 0.4663 2.1969 0.9509 0.2 -0.1 1.0 -1.392
C -0.7504 1.3757 0.7488 0.1 0.3 -0.9 0.780
N -1.4451 1.4495 -0.3830 -0.3 -0.2 0.0 -0.529
C -2.4626 0.5924 -0.2261 0.2 0.1 0.0 0.471
N -3.4127 0.3105 -1.1141 0.0 0.2 0.1 0.098
C -3.4844 0.9199 -2.4165 0.1 0.1 0.1 0.162
C -3.6095 2.3025 -2.5099 0.0 -0.2 -0.5 -0.186
C -3.7145 2.8484 -3.7862 0.1 -0.5 -0.1 -0.544
C -3.6805 1.9880 -4.8819 0.0 -0.2 0.6 -0.441
C -3.5417 0.6202 -4.6467 0.0 0.3 -0.1 -0.432
N -3.4358 0.0728 -3.4317 -0.1 0.6 0.0 -0.517
N -2.4010 0.0242 0.9906 -0.5 0.0 -0.1 -0.111
N -1.2907 0.5194 1.6182 0.7 0.1 -0.2 0.246
C -0.8287 0.2166 2.9738 -0.7 0.4 0.5 -0.059
C -1.4000 -1.0572 3.5809 0.1 -0.4 -0.1 -1.562
N -0.9731 -2.3062 2.9447 0.1 0.5 -0.4 0.451
C 0.4302 -2.3524 2.5218 0.3 -0.3 0.4 -0.515
C 1.3690 -2.1468 3.7022 -0.3 -0.4 0.0 -1.588
C -1.8650 -2.7822 1.9730 -0.2 -0.1 0.7 0.356
C -3.2158 -3.2031 2.4769 -0.4 0.6 0.4 -1.110
O -1.5588 -2.8978 0.8205 0.3 -0.4 -0.9 -0.533
H 3.8763 -5.5204 0.7008 0.1 -0.2 -0.1 0.364
H 4.8163 -4.6491 1.8963 0.1 -0.1 0.1 0.369
H 5.3759 -4.7231 0.2099 0.2 -0.1 0.1 0.368
H 2.6811 -3.4924 0.8139 -0.1 -0.1 0.0 -0.272
H 4.1137 -2.5684 1.1514 0.0 0.2 0.0 0.199
H 4.0897 -3.8266 -1.5472 0.1 -0.1 -0.1 0.525
H 2.8234 -2.6657 -1.2901 0.0 0.0 -0.2 0.413
H 5.4642 -1.7069 -0.3704 0.3 -0.1 -0.1 0.474
H 5.3558 -1.9657 -2.1200 0.1 0.1 -0.1 0.360
H 3.3070 -0.5533 -2.1188 0.0 0.4 -0.2 0.338
H 4.8099 0.3107 -1.6266 -0.2 0.3 -0.2 0.400
H 4.1416 0.0094 0.7516 0.0 -0.1 0.2 0.313
H 2.6667 -0.8120 0.2317 -0.1 -0.1 0.0 -0.437
H 3.4256 2.0883 0.0723 0.1 0.2 -0.4 -0.012
H 2.1092 1.5060 -0.9692 0.0 -0.2 -0.1 0.582
H 1.5792 0.3866 1.5510 -0.2 -0.1 0.0 -0.902
H 2.3309 1.9110 1.9702 0.0 -0.1 0.2 0.437
H 0.2747 2.8597 1.7995 -0.1 0.0 0.1 0.398
H 0.5919 2.8513 0.0986 -0.2 0.0 -0.3 0.493
H -4.0967 -0.3867 -0.8713 0.0 -0.2 -0.2 0.211
H -3.6219 2.9256 -1.6311 0.0 0.0 0.1 0.408
H -3.8271 3.9128 -3.9240 0.0 0.1 0.0 0.436
H -3.7767 2.3499 -5.8920 0.0 0.1 -0.1 0.428
H -3.5116 -0.0549 -5.4903 0.0 -0.2 0.0 0.424
H -3.0472 -0.6412 1.3774 0.2 -0.1 0.3 0.234
H 0.2503 0.2458 2.9714 0.2 -0.2 -0.2 0.332
H -1.1433 1.0398 3.6186 -0.1 0.0 0.1 0.290
H -1.1461 -1.0619 4.6380 0.1 0.1 0.1 0.333
H -2.4855 -0.9920 3.5351 -0.1 0.0 0.2 0.528
H 0.6538 -1.6932 1.6791 -0.1 0.2 0.0 0.546
H 0.6072 -3.3643 2.1703 -0.1 0.0 -0.3 0.646
H 2.3981 -2.2833 3.3856 0.1 0.2 -0.1 0.312
H 1.1703 -2.9331 4.4277 0.0 0.0 0.2 0.455
H 1.2500 -1.1884 4.2001 0.2 0.1 0.0 0.287
H -3.2663 -4.2860 2.5184 0.0 -0.1 -0.2 0.359
H -4.0053 -2.8289 1.8285 -0.1 -0.2 -0.3 0.331
H -3.4197 -2.8291 3.4763 0.0 -0.1 0.2 0.362
O 6.0659 2.2278 0.8911 0.0 -0.2 -0.2 -0.526
S 6.4184 3.5752 1.2273 -0.1 0.3 0.4 1.189
O 7.1659 4.3806 0.3169 0.0 -0.2 -0.2 -0.631
O 7.1230 3.5826 2.6459 -0.1 0.0 0.0 -0.298
C 8.2913 2.7459 2.8314 0.5 -0.3 0.0 -0.306
C 9.5248 3.2958 2.1460 -0.1 0.1 -0.2 -0.993
C 4.9687 4.4581 1.6948 -0.1 0.0 0.1 -1.002
H 8.0644 1.7323 2.4976 -0.1 0.1 -0.1 0.285
H 8.4425 2.7122 3.9079 -0.2 0.1 0.0 0.283
H 9.4181 3.2905 1.0627 0.0 0.0 0.0 0.305
H 10.3919 2.6880 2.4039 0.0 0.0 0.1 0.388
H 9.7087 4.3248 2.4535 0.0 0.0 0.1 0.272
H 4.4051 3.8632 2.4089 0.0 0.0 0.0 0.260
H 4.3899 4.6171 0.7871 0.0 0.0 0.0 0.380
H 5.2622 5.4120 2.1238 0.0 0.0 0.0 0.399
O -9.7143 -1.8235 -4.6824 0.1 -0.1 -0.1 -0.633
S -9.5045 -0.4452 -4.3696 -0.1 0.1 0.2 1.205
O -8.6974 0.3714 -5.2221 0.0 -0.1 -0.1 -0.605
O -8.9409 -0.3487 -2.8790 -0.1 0.1 0.1 -0.274
C -7.7665 -1.1206 -2.5682 0.4 -0.2 0.0 -0.648
C -6.5044 -0.5407 -3.1782 -0.2 0.1 -0.1 -0.807
C -11.0430 0.3548 -4.0865 -0.1 0.0 0.1 -0.939
H -7.9175 -2.1556 -2.8796 -0.1 0.0 -0.1 0.384
H -7.7022 -1.1127 -1.4809 -0.2 0.1 0.0 0.270
H -6.5317 -0.5931 -4.2650 0.0 0.0 0.0 0.357
H -5.6302 -1.0963 -2.8417 0.0 -0.1 0.0 0.441
H -6.3925 0.5108 -2.9047 0.0 0.0 0.0 0.242
H -11.6402 -0.2537 -3.4136 0.0 0.0 0.0 0.322
H -11.5324 0.4450 -5.0536 0.0 0.0 0.0 0.379
H -10.8551 1.3393 -3.6672 0.0 0.0 0.0 0.317
```
Forces are in eV/Å.

Summary:
LUMO level (eV): -2.535
HOMO-LUMO gap (Eh): 0.351
2S+1: 1
Net charge: +1
HOMO (eV): -12.08

=====

Below is a cluster of 2 separate species, C3H8OS2 in total, with properties calculated with ωB97M-V/def2-TZVPD.

Structure (XYZ):
```
14
Properties=species:S:1:pos:R:3:forces:R:3:mulliken_charge:R:1
C -0.9843 0.2336 -2.4001 1.1 -1.7 -0.9 -0.591
C -0.6879 -1.3285 -2.2637 -1.1 0.6 -0.1 -0.571
S 0.3741 -1.6082 -0.7944 -0.3 0.6 -0.5 -0.134
C 0.0000 0.0000 0.0000 0.5 0.4 0.7 -0.536
S -1.4037 0.8328 -0.7708 -0.2 -0.2 0.1 -0.112
H -0.0432 0.6640 -2.7931 -0.5 0.2 0.3 0.287
H -1.7757 0.4102 -3.1537 0.2 0.0 0.6 0.357
H -0.2488 -1.7562 -3.1855 0.0 0.4 0.6 0.353
H -1.6466 -1.8488 -2.0749 0.5 0.3 -0.2 0.300
H -0.2086 -0.1904 1.0704 -0.1 0.2 -0.6 0.343
H 0.8563 0.6992 -0.0568 -0.2 -0.6 0.0 0.304
O -6.1937 6.1587 0.5688 0.5 -0.8 -0.8 -0.649
H -6.5743 5.7293 -0.2306 0.5 0.4 0.9 0.324
H -5.2852 5.7877 0.6408 -1.0 0.4 -0.1 0.325
```
Forces are in eV/Å.

Summary:
SMILES string: C1CSCS1.O
LUMO level (eV): 0.478
HOMO-LUMO gap (Eh): 0.340
2S+1: 1
Net charge: 0
HOMO (eV): -8.79

=====

Below is a structure of composition C21H34CrN5O3S3Se, with properties calculated with ωB97M-V/def2-TZVPD.

Structure (XYZ):
```
68
Properties=species:S:1:pos:R:3:forces:R:3:mulliken_charge:R:1
Cr 0.6982 -0.1128 0.6192 0.3 0.2 -0.3 0.195
C 3.6638 -0.3838 -2.6891 0.0 0.0 0.0 0.003
C 3.9968 -1.5164 -1.7238 0.0 0.0 0.1 -0.902
S 3.0472 -1.6317 -0.1726 0.0 0.0 0.0 0.112
C 4.1239 -0.8675 1.0607 0.0 0.0 0.0 -0.591
C 4.2395 0.6520 1.0445 0.0 0.0 0.0 -0.846
S 2.6522 1.5387 0.9439 0.0 0.0 0.0 0.140
C 2.9459 2.7456 -0.3751 0.0 0.0 0.0 -0.929
C 2.9381 2.2487 -1.8115 0.0 0.0 0.0 0.307
S 4.3728 1.2446 -2.3102 0.0 0.0 0.0 -0.181
H 2.5872 -0.2746 -2.8116 0.0 0.0 0.0 -0.285
H 4.0809 -0.6561 -3.6601 0.0 0.0 0.0 0.489
H 5.0530 -1.5154 -1.4506 0.0 0.0 0.0 0.387
H 3.7966 -2.4646 -2.2256 0.0 0.0 0.0 0.482
H 5.1190 -1.3034 0.9600 0.0 0.0 0.0 0.662
H 3.7230 -1.2057 2.0152 0.0 0.0 0.0 -0.031
H 4.8335 0.9756 0.1957 0.0 0.0 0.0 0.298
H 4.7323 0.9778 1.9613 0.0 0.0 0.0 0.520
H 3.8729 3.2634 -0.1252 0.0 0.0 0.0 0.500
H 2.1335 3.4630 -0.2364 0.0 0.0 0.0 0.462
H 2.9332 3.1252 -2.4619 0.0 0.0 0.0 0.541
H 2.0384 1.6706 -2.0193 0.0 0.0 0.0 -0.582
C -2.9013 -2.2561 -0.3818 0.0 0.0 0.0 -1.390
C -1.5579 -1.6102 -0.3858 0.2 0.1 0.1 0.007
N -0.9613 -1.2880 0.7159 -0.3 -0.1 0.0 0.622
O -1.7096 -1.5003 1.8844 0.1 0.0 0.0 -0.541
C -0.8931 -1.1481 -1.5998 -0.1 0.0 -0.1 0.170
C -1.3013 -1.4861 -2.9944 0.1 0.1 0.0 -1.352
N 0.0253 -0.2318 -1.3850 -0.2 -0.1 0.2 1.312
O 0.4709 0.4340 -2.3839 0.1 -0.1 0.0 -1.078
H -3.6348 -1.5414 -0.0015 0.0 0.0 0.0 0.179
H -2.9095 -3.1094 0.2937 0.0 0.0 0.0 0.379
H -3.2019 -2.5696 -1.3751 0.0 0.0 0.0 0.402
H -1.6605 -0.6318 2.3275 0.0 -0.1 -0.1 0.318
H -2.1015 -2.2186 -3.0341 0.0 0.0 0.0 0.432
H -0.4410 -1.8720 -3.5458 0.0 0.0 0.0 0.290
H -1.6115 -0.5829 -3.5228 -0.1 0.0 0.0 0.152
C 2.1436 -0.7513 5.1629 0.0 0.0 0.0 -0.958
N 1.4934 -1.8168 4.4106 0.0 0.0 0.0 0.227
C 1.2514 -3.0705 5.1087 0.0 0.0 0.0 -0.850
C 1.1337 -1.6534 3.1539 0.0 0.0 0.0 0.157
O 1.3376 -0.6026 2.5106 -0.1 0.0 0.1 -0.617
H 1.5764 -0.5540 6.0722 0.0 0.0 0.0 0.380
H 2.1830 0.1467 4.5550 0.0 0.0 0.0 0.222
H 3.1537 -1.0566 5.4376 0.0 0.0 0.0 0.334
H 0.5986 -2.8999 5.9646 0.0 0.0 0.0 0.337
H 2.1947 -3.4866 5.4616 0.0 0.0 0.0 0.333
H 0.7775 -3.7820 4.4367 0.0 0.0 0.0 0.274
H 0.6371 -2.5113 2.6942 0.0 0.0 0.0 0.246
C -4.3120 1.7590 1.2776 0.0 0.0 0.0 -1.038
N -3.4969 1.8179 0.0797 0.0 0.0 0.0 0.300
C -2.1523 1.9336 0.0291 0.0 -0.1 0.0 -0.236
Se -0.9861 2.0066 1.4757 0.0 0.0 0.0 -0.261
N -1.8027 1.9654 -1.2681 0.0 0.3 -0.1 0.350
C -2.9233 1.8563 -2.0782 0.0 0.0 0.0 0.352
C -3.0780 1.8169 -3.4553 0.0 0.1 0.0 -0.875
C -4.3715 1.6836 -3.9294 0.0 0.0 0.0 -0.601
C -5.4659 1.5918 -3.0615 0.0 0.0 0.0 -0.655
C -5.3070 1.6312 -1.6868 0.0 0.0 0.0 -0.721
C -4.0089 1.7635 -1.2155 0.0 0.0 0.0 0.669
H -3.6603 1.8321 2.1430 0.0 0.0 0.0 0.306
H -4.8606 0.8176 1.3074 0.0 0.0 0.0 0.354
H -5.0168 2.5895 1.2853 0.0 0.0 0.0 0.379
H -0.8458 2.0125 -1.5992 0.0 -0.2 0.0 0.100
H -2.2296 1.8939 -4.1215 0.0 0.0 0.0 0.543
H -4.5419 1.6527 -4.9968 0.0 0.0 0.0 0.423
H -6.4595 1.4903 -3.4759 0.0 0.0 0.0 0.409
H -6.1540 1.5628 -1.0178 0.0 0.0 0.0 0.468
```
Forces are in eV/Å.

Summary:
LUMO level (alpha / beta) (eV): -2.285 / -2.625
HOMO-LUMO gap (alpha / beta) (Eh): 0.272 / 0.294
2S+1: 5
Net charge: +1
Expectation value of S²: 6.017
HOMO (alpha / beta) (eV): -9.68 / -10.63

=====

Below is a cluster of 2 separate species, C2H7NO2 in total, with properties calculated with ωB97M-V/def2-TZVPD.

Structure (XYZ):
```
12
Properties=species:S:1:pos:R:3:forces:R:3:mulliken_charge:R:1
C 1.4064 0.8117 -1.2916 -0.3 0.1 -1.3 -0.063
O 1.5502 -0.3201 -0.9208 0.6 0.0 0.2 -0.417
H 0.5423 1.4173 -1.0061 0.0 0.1 0.4 0.203
H 2.0317 1.2624 -2.0975 0.3 -0.2 0.4 0.254
N -0.6682 -1.2069 1.3192 0.0 0.3 0.5 -0.542
C -1.0712 -0.3724 0.2262 -1.4 -1.4 -0.9 -0.102
O -0.9905 1.0482 0.4212 0.5 -0.9 0.5 -0.496
H 0.2402 -1.6489 1.3099 0.1 0.5 -0.4 0.235
H -0.8130 -0.7587 2.2119 -0.2 -0.3 0.2 0.190
H -0.5825 -0.7508 -0.6650 0.5 0.6 0.0 0.300
H -2.1158 -0.6086 -0.0062 -0.3 0.3 0.4 0.201
H -0.9089 1.0683 1.3818 0.0 0.8 -0.1 0.236
```
Forces are in eV/Å.

Summary:
SMILES string: C=O.NCO
LUMO level (eV): 0.909
HOMO-LUMO gap (Eh): 0.379
2S+1: 1
Net charge: 0
HOMO (eV): -9.41